80
Properties=species:S:1:pos:R:3:forces:R:3 method="wB97M-V/def2-TZVPD" gap_ev=8.1549 smiles="Oc1ccc(O)cc1.Oc1ccc(O)cc1.Oc1ccc(O)cc1.Oc1ccc(O)cc1.NC(N)=O.NC(N)=O.NC(N)=O"
C -4.67709 5.20302 2.88278 -1.5090 -6.3835 -0.0740
O -4.97746 4.50558 1.93716 0.3882 -0.8585 -0.9816
N -4.61907 4.69742 4.15148 0.1940 -0.5845 1.8379
N -4.51566 6.43825 2.82496 1.7412 9.0075 0.6545
H -4.46895 3.71873 4.35075 -0.3338 0.2530 -0.5699
H -4.59538 5.29636 4.96438 0.1754 -0.0963 -0.3028
H -4.19772 7.03397 2.07387 -0.5945 -1.0477 -0.7039
H -4.27624 6.93727 3.66981 -0.0451 -0.3002 0.1347
C -5.57125 -0.73360 -3.67569 2.7567 -1.3209 0.5915
O -4.64612 -1.02152 -2.93607 0.3657 -1.2251 0.3782
N -5.95974 -1.35329 -4.78200 -0.0565 -1.2180 -1.2178
N -6.23390 0.35270 -3.49882 -2.9303 4.7502 1.3387
H -5.61107 -2.28938 -4.93114 -0.4391 0.3304 -0.5252
H -6.72932 -0.86551 -5.21781 0.1289 -1.3774 -0.6236
H -6.19091 0.79890 -2.59375 0.1649 0.0831 -0.3898
H -6.88793 0.71071 -4.18012 0.0573 -0.0127 0.4784
C 1.24349 0.59888 -1.00973 1.6291 3.4660 1.5221
O 2.36505 1.07308 -0.77817 -0.9769 -0.7760 0.2063
N 0.08685 1.22295 -0.73108 -0.8856 1.2646 0.3801
N 0.99975 -0.55053 -1.54220 0.5669 -5.0446 -2.1672
H -0.72478 0.85257 -1.20455 -0.2322 0.6826 0.7439
H 0.10734 2.02743 -0.12077 -0.3445 -0.0488 -0.6112
H 1.69875 -1.26935 -1.42059 0.0150 0.2389 -0.4818
H 0.09699 -0.87450 -1.85870 0.1922 0.2113 0.4221
C 1.78324 7.43524 3.91618 0.5935 0.2503 -1.1386
C 1.02201 7.59171 5.01917 -1.6621 0.7592 1.1978
C 0.80664 6.54137 5.87778 0.9178 -1.8943 -0.1326
C 1.38039 5.32952 5.62912 1.1591 -0.6432 -1.1515
C 2.14207 5.14798 4.45707 -0.6856 -0.8104 1.6267
C 2.33330 6.20197 3.62348 -0.5841 0.1874 -0.0437
O 2.88389 6.06462 2.40973 0.8458 -0.1108 -1.0472
O 0.05240 6.64882 6.96624 -1.6157 1.7546 1.6349
H 1.93027 8.18321 3.15111 -0.1774 0.3389 0.1598
H 0.37194 8.42124 5.25517 0.4582 0.7160 -0.3259
H 1.25373 4.52719 6.34091 -0.0429 -0.2300 -0.0538
H 2.49538 4.15429 4.22437 0.2259 -0.0661 -0.1178
H 3.03290 5.12854 2.25760 0.1912 -0.0833 -0.2236
H -0.19057 5.82928 7.40317 0.3617 -0.1849 -0.4061
C -4.76746 -2.57574 4.47142 -0.6089 -0.8463 2.6434
C -5.59636 -2.60653 5.63574 1.1449 0.2037 -1.5755
C -5.20204 -3.22302 6.81651 2.3489 -0.0860 -2.8544
C -3.94446 -3.84442 6.93351 0.4860 0.8104 -2.4812
C -3.11446 -3.87476 5.74965 -1.5050 0.2271 0.5518
C -3.57319 -3.29905 4.53708 -0.7555 0.5741 -0.3368
O -2.88594 -3.37726 3.34796 1.7185 -0.7560 0.6296
O -6.04576 -3.26292 7.79034 -2.0009 -0.5044 3.8166
H -5.00941 -2.05389 3.55736 -0.3229 -0.0068 0.0422
H -6.58714 -2.17826 5.67225 -0.1071 0.3023 -0.4010
H -3.59749 -4.25092 7.87201 -0.0652 -0.1153 -0.0475
H -2.16798 -4.39227 5.80218 0.0772 0.0515 -0.1812
H -3.37234 -3.16179 2.54886 -0.4928 0.1244 0.4747
H -6.77130 -2.63734 7.72835 0.0829 0.0317 -0.2909
C 3.36780 0.10286 -8.58804 0.9391 -0.2306 0.2122
C 3.52344 -1.29688 -8.54111 -0.7321 2.0654 -0.0014
C 3.28864 -1.93885 -9.73048 -0.0174 -2.8670 -1.5934
C 2.90927 -1.30585 -10.89639 -0.6075 1.7777 0.8894
C 2.67002 0.07712 -10.83055 -0.2223 -2.3425 -2.4914
C 3.06819 0.78319 -9.76169 0.5607 0.6467 1.3175
O 3.29065 2.13919 -9.81953 -0.4719 0.2577 0.3819
O 3.39978 -3.32721 -9.77123 0.4580 0.0319 1.1605
H 3.63811 0.73721 -7.75683 0.0119 -0.1558 0.2957
H 3.77992 -1.77258 -7.60606 0.0182 -0.2742 -0.2218
H 2.73361 -1.74525 -11.86721 -0.0601 -0.6686 0.2906
H 2.18656 0.40565 -11.73871 0.3460 1.0979 0.0047
H 3.65279 2.33695 -10.68633 -0.1230 0.0692 -0.0621
H 3.24719 -3.74033 -10.62425 -0.1010 0.5924 -0.1815
C 6.33793 -5.61066 -0.42976 -0.0221 -0.4047 -1.0327
C 5.54518 -6.68911 -0.07166 0.4839 0.6395 -0.8665
C 4.53492 -6.53752 0.81996 -0.5772 -0.2222 1.4528
C 4.34058 -5.29236 1.43881 -0.3579 0.3904 -0.6896
C 5.11697 -4.21000 1.02429 0.0147 -0.6744 1.3287
C 6.13716 -4.36561 0.13790 -0.1612 -1.3635 -0.3764
O 6.92729 -3.34505 -0.18447 1.0056 1.0044 -0.5279
O 3.81596 -7.66981 1.13484 -0.9362 0.6810 0.7605
H 6.98582 -5.71707 -1.28726 0.4804 0.0377 0.2060
H 5.57646 -7.66070 -0.54225 0.5900 0.0049 -0.3343
H 3.56009 -4.99167 2.12204 -0.1927 -0.8615 0.2553
H 5.12483 -3.28397 1.58000 -0.6682 0.2733 0.0388
H 6.66110 -2.59792 0.35641 0.1277 0.3008 -0.0951
H 4.20183 -8.46074 0.75127 0.2009 0.2071 -0.1288